Formula: C11H23BrFN3O6PS2
Source: OMol25
Level of theory: ωB97M-V/def2-TZVPD

Computed properties:
DFT total energy in eV: -132240.9332
Orbital gap in eV: 6.50
Net charge: +1
2S+1: 1

Geometry as XYZ:
```
48
Properties=species:S:1:pos:R:3:forces:R:3
N 1.32180 0.06052 3.61832 -1.19 0.82 -0.53
C 1.23565 0.48162 2.14248 -0.43 -0.78 0.65
C -0.29752 0.15867 1.66136 0.19 0.61 0.12
C -0.89954 1.16658 0.51892 -0.29 -1.24 0.05
C 0.18962 1.72372 -0.57014 0.09 2.53 -0.07
N 0.05703 0.97051 -1.91010 -2.05 0.82 -2.00
C 1.06999 -0.11746 -2.20417 0.39 -1.36 1.13
P 1.94197 0.04235 -3.90260 1.91 3.14 -4.69
O 1.68975 1.41798 -4.64661 0.19 -5.21 2.94
O 1.44981 -1.36743 -4.86262 2.04 1.54 3.92
O 3.69808 -0.12058 -3.70806 -3.41 0.36 -1.21
C -1.01258 1.39863 -2.70645 1.91 0.11 2.32
Br -1.60158 0.69480 -4.49611 1.05 1.01 3.12
S -1.88558 2.84531 -1.81556 1.67 -1.14 -1.48
C -0.21870 3.28687 -1.00305 0.81 -1.14 -1.33
F 0.56715 3.69607 -2.22746 -1.46 -0.70 3.62
C -0.23174 4.44125 0.16221 -2.12 0.99 -0.60
S 1.49965 5.04494 0.65984 6.87 -1.89 -4.40
O 2.18456 5.72750 -0.58641 -3.73 -1.60 4.83
O 2.41131 3.85857 1.06844 -3.96 3.16 -0.29
H 0.97552 0.86694 4.21699 0.53 -1.36 -1.04
H 0.60582 -0.69909 3.73634 1.00 0.92 0.00
H 1.99813 -0.23987 1.57397 -1.54 1.88 0.95
H 1.54095 1.61052 2.08550 -0.46 -2.19 -0.19
H -0.98430 0.30365 2.62694 1.42 -0.31 -2.22
H -0.40644 -0.99883 1.39305 0.47 3.38 0.18
H -1.47085 2.03673 1.05352 1.26 -1.49 -1.21
H -1.70972 0.53489 -0.08882 1.68 1.62 1.26
H 1.31103 1.87301 -0.27215 -2.00 -1.04 -0.40
H 1.88937 -0.07998 -1.33775 -1.85 -0.06 -1.98
H 0.54045 -1.17538 -2.17269 1.01 2.22 -0.03
H 1.88880 -2.13193 -4.34867 -0.89 1.21 -1.38
H 4.08741 0.30296 -4.54990 -0.97 -0.72 1.67
H -0.89685 4.16719 1.10884 1.72 0.22 -2.02
H -0.76515 5.39738 -0.31290 1.34 -1.98 0.92
H 1.43474 5.94310 1.77275 -0.62 -0.91 -1.17
C -1.07255 -3.44322 2.30513 -0.73 -1.26 -0.52
O -1.16188 -2.22440 2.23160 -0.69 -1.44 0.32
N -1.84566 -4.34543 1.60666 1.14 1.15 0.95
C -1.67696 -5.77645 1.75019 -0.09 -0.03 -0.07
C -2.85938 -3.84831 0.69970 -0.02 0.31 0.08
H -0.33363 -3.92710 2.96545 -0.12 -0.04 -0.09
H -1.42222 -6.20191 0.77538 -0.02 -0.16 0.16
H -2.61628 -6.20912 2.10621 0.17 -0.14 -0.04
H -0.88125 -6.01004 2.46291 -0.14 0.12 -0.12
H -2.38078 -3.22615 -0.06252 -0.21 -0.02 -0.03
H -3.56884 -3.23334 1.26162 -0.02 -0.03 -0.23
H -3.38860 -4.67620 0.22040 0.18 0.12 0.16
```
Forces are in eV/Å.